[1]
54
Properties=species:S:1:pos:R:3 method="wB97M-V/def2-TZVPD" lumo_ev=0.11 e_above_lowest_ev=17.494 mol_weight_g_mol=276.41 energy_ev=-25295.707 homo_lumo_gap_ev=7.3316
C 13.62799 -2.37254 17.31136
C 13.23041 -1.28514 18.18558
O 13.40140 -0.12308 17.46334
H 14.50357 -2.28723 16.66780
H 12.79287 -2.64840 16.66749
H 13.99290 -3.17746 17.94937
H 13.99966 -1.26694 18.95761
H 12.26412 -1.32626 18.68825
H 13.52650 0.59500 18.08809
C 13.66714 5.06963 16.15409
C 13.11593 6.17354 15.29059
O 13.75314 7.47545 15.52826
H 13.72579 5.30984 17.21568
H 14.70180 4.82972 15.90910
H 13.02347 4.19001 16.14633
H 12.06716 6.30965 15.55454
H 13.18888 5.97683 14.22097
H 13.29077 8.10465 14.96976
C 16.75182 1.01313 18.08930
C 18.05224 0.60937 18.74209
O 18.91065 1.69626 18.65424
H 16.98824 1.22817 17.04720
H 16.32405 1.92218 18.51207
H 16.04022 0.18748 18.08368
H 18.46693 -0.20452 18.14735
H 17.93650 0.18575 19.73971
H 19.66408 1.69276 19.24916
C 14.18975 3.12662 17.76061
C 14.43700 1.73047 18.22433
O 13.37749 1.39853 19.06703
H 13.95673 3.84986 18.54211
H 13.40325 3.15870 17.00664
H 14.92013 3.52269 17.05507
H 15.42543 1.87205 18.66146
H 14.53017 1.11493 17.32960
H 13.33213 2.02057 19.79683
C 12.79048 0.95661 21.44502
C 13.72459 -0.25289 21.01835
O 14.33915 -0.14491 19.73032
H 13.09681 1.94477 21.10178
H 12.68453 0.95725 22.52986
H 11.73141 0.88370 21.19774
H 13.08618 -1.13596 20.99081
H 14.57143 -0.33250 21.69998
H 13.82550 0.49562 19.23284
C 15.13099 2.56804 21.20942
C 14.09322 3.66952 21.11973
O 13.11276 3.36513 20.17217
H 14.79572 1.60349 20.82819
H 15.54529 2.42884 22.20796
H 15.86530 2.93252 20.49106
H 14.47985 4.58123 20.66433
H 13.61973 3.91372 22.07067
H 12.39879 4.00329 20.24002

---

[2]
18
Properties=species:S:1:pos:R:3 method="wB97M-V/def2-TZVPD" lumo_ev=0.30 e_above_lowest_ev=1.941 mol_weight_g_mol=138.19 energy_ev=-21286.446 homo_lumo_gap_ev=9.1340 smiles="O=C(O)CCCS.O"
O 2.71132 0.77728 1.55921
C 1.78118 0.22232 1.09685
O 0.59063 0.06856 1.77417
C 1.54732 0.17043 -0.43213
C 0.46627 -0.99759 -0.64378
C -0.86618 -0.32071 -1.12076
S -2.24299 -1.45205 -1.68785
H 0.46395 0.00039 2.70735
H 1.13468 1.13735 -0.70979
H 2.36427 0.00504 -1.22675
H 0.30278 -1.66306 0.31441
H 0.92218 -1.79312 -1.26937
H -1.42162 0.43836 -0.39750
H -0.77673 0.35843 -2.00063
H -2.25975 -2.31672 -0.63880
O -0.91684 2.56846 0.91723
H -1.31102 3.25908 1.38514
H -0.18334 2.04603 1.43563

---

[3]
47
Properties=species:S:1:pos:R:3 method="wB97M-V/def2-TZVPD" lumo_ev=0.72 e_above_lowest_ev=1.484 mol_weight_g_mol=362.45 energy_ev=-41028.225 homo_lumo_gap_ev=8.7471 smiles="COc1ccc(NC(=O)[C@@H](C)N(c2ccc(C)cc2)S(C)(=O)=O)cc1"
C 3.51525 6.81404 0.21178
O 4.00945 5.71401 0.93561
C 3.42016 4.49850 0.75247
C 2.35985 4.24271 -0.10836
C 1.83726 2.96518 -0.22081
C 2.36045 1.92056 0.52819
N 1.89153 0.60117 0.44691
C 0.76817 0.15387 -0.14735
O 0.02215 0.82444 -0.83533
C 0.48786 -1.35504 -0.01610
C 1.30370 -2.11343 1.02951
N -0.93540 -1.47686 0.23699
C -1.72327 -2.44648 -0.38215
C -3.10899 -2.30784 -0.40338
C -3.90446 -3.26096 -1.01117
C -3.35556 -4.37350 -1.63259
C -4.21287 -5.40797 -2.29667
C -1.97374 -4.50720 -1.61203
C -1.16749 -3.57024 -0.99495
S -1.55597 -0.44814 1.40474
C -2.46473 0.86794 0.54916
O -2.47807 -1.17598 2.22332
O -0.41751 0.13219 2.06068
C 3.42525 2.17780 1.39152
C 3.94789 3.44606 1.50286
H 4.12449 7.66396 0.51549
H 3.61733 6.66422 -0.86805
H 2.46674 7.01665 0.45319
H 1.92573 5.02997 -0.70390
H 1.01468 2.77960 -0.88990
H 2.34656 -0.03030 1.08934
H 0.68211 -1.76599 -1.01606
H 1.17979 -1.64623 2.00372
H 0.92903 -3.13256 1.10078
H 2.35599 -2.15643 0.75327
H -3.56876 -1.46451 0.07977
H -4.97671 -3.12829 -1.00502
H -4.12275 -6.36287 -1.77958
H -3.90038 -5.55850 -3.32906
H -5.25770 -5.10912 -2.28850
H -1.51560 -5.36666 -2.08075
H -0.10088 -3.73069 -0.99289
H -2.35816 0.73057 -0.51828
H -2.00491 1.80155 0.84552
H -3.49897 0.82343 0.86534
H 3.84174 1.37500 1.98311
H 4.76975 3.65238 2.16961

---

[4]
22
Properties=species:S:1:pos:R:3 method="wB97M-V/def2-TZVPD" lumo_ev="-5.36 / -5.36" e_above_lowest_ev=4.010 mol_weight_g_mol=155.16 energy_ev=-19711.276 charge=+1 homo_lumo_gap_ev="6.7993 / 6.8039"
C 0.11921 -0.10700 -1.74074
C 1.19976 -0.94413 -1.63196
C 0.66425 -0.33111 0.36869
C -1.83790 0.38923 1.33994
C -1.41868 0.89236 -0.07409
C -0.82273 0.46360 2.38906
C 1.84678 -1.65186 -2.76737
N -0.24666 0.18858 -0.47272
N 1.46640 -1.14239 -0.30054
P 0.03021 1.90563 2.92415
H -0.42939 0.38464 -2.51174
H -2.74738 1.11675 1.58879
H -2.07629 -0.57423 1.26658
H -2.18877 0.75711 -0.72466
H -1.18827 2.09168 -0.12805
H -0.34447 -0.53037 2.54017
H 2.76978 -1.05260 -3.28358
H 2.37273 -2.44343 -2.34733
H 1.12339 -1.77588 -3.65252
H 2.26344 -1.76051 -0.14393
H 0.45565 1.37917 4.11828
H -1.01106 2.74475 3.24359

---

[5]
38
Properties=species:S:1:pos:R:3 method="wB97M-V/def2-TZVPD" lumo_ev=0.08 e_above_lowest_ev=5.224 mol_weight_g_mol=358.45 energy_ev=-48541.492 homo_lumo_gap_ev=8.0165 smiles="O=S(=O)(Nc1ccc(-c2cn3c(n2)SCC3)cc1)c1cccnc1"
O 0.32546 5.68495 -1.50122
S 0.63255 4.22247 -1.60182
O 2.08487 3.93080 -1.74324
N 0.18782 3.66691 -0.10222
C 0.24529 2.37043 0.30846
C 1.52895 1.96643 0.79216
C 1.63804 0.61402 1.20391
C 0.58363 -0.37562 0.97940
C 0.61548 -1.91865 1.36949
C -0.46644 -2.69144 1.71937
N 0.15553 -3.95052 2.12728
C 1.58143 -3.74041 2.09368
N 1.83506 -2.57737 1.44919
S 2.57725 -4.97231 2.86996
C 1.02955 -5.92215 3.22997
C -0.27577 -5.18425 2.86534
C -0.63127 0.14189 0.37463
C -0.81417 1.52557 0.10825
C -0.49524 3.28568 -2.60815
C -1.69539 3.70073 -3.05112
C -2.52205 2.76340 -3.69336
C -1.97630 1.48980 -4.00739
N -0.76330 1.11980 -3.56887
C -0.02978 1.99447 -2.91942
H 0.74414 4.28737 0.51966
H 2.39655 2.72307 0.86576
H 2.59349 0.27527 1.70175
H -1.54599 -2.59699 1.68018
H 1.08271 -6.27466 4.27012
H 1.11890 -6.73109 2.53675
H -0.85508 -5.00654 3.75970
H -0.85795 -5.75088 2.15348
H -1.53665 -0.36727 0.24880
H -1.73592 1.89024 -0.17317
H -1.74874 4.73722 -3.03896
H -3.48092 3.26360 -4.04380
H -2.53225 0.75932 -4.65472
H 1.00651 1.64668 -2.51984

---

[6]
33
Properties=species:S:1:pos:R:3 method="wB97M-V/def2-TZVPD" lumo_ev=2.82 e_above_lowest_ev=0.174 mol_weight_g_mol=395.08 energy_ev=-42939.066 charge=-1 homo_lumo_gap_ev=8.5574
C -0.12264 -2.96616 -2.00101
C 0.23239 -1.63129 -2.59772
O 1.10133 -1.47698 -3.42689
O -0.55252 -0.66510 -2.11852
C -0.43272 0.64066 -2.72684
C -1.05517 1.68809 -1.81889
In -0.60700 1.43059 0.34907
C -0.81987 -0.62392 1.14540
C -0.72372 -0.76882 2.65194
C -1.84045 -0.07973 3.40366
O -0.82022 -2.16297 3.03894
S 1.76072 2.29056 0.72824
O 1.87773 3.70218 0.38506
O 2.15661 1.95329 2.09274
C 3.07117 1.44617 -0.30924
F 3.09612 0.12712 -0.00720
F 2.81631 1.56653 -1.63228
F 4.28857 1.96774 -0.05823
H -1.05549 -3.29141 -2.44743
H -0.28688 -2.85002 -0.93589
H 0.67834 -3.66391 -2.18786
H 0.60678 0.88208 -2.89476
H -0.96928 0.58990 -3.67042
H -2.12581 1.75169 -1.98869
H -0.63260 2.64279 -2.12581
H -1.65975 2.52972 1.25550
H -1.76279 -1.04880 0.80686
H -0.02179 -1.23867 0.72348
H 0.24543 -0.41133 2.99562
H -2.74360 -0.67259 3.29589
H -2.03664 0.90781 3.00654
H -1.58118 0.03259 4.45146
H -0.08137 -2.59779 2.61729

---

[7]
86
Properties=species:S:1:pos:R:3 method="wB97M-V/def2-TZVPD" lumo_ev="-4.02 / -3.99" e_above_lowest_ev=0.883 mol_weight_g_mol=919.72 energy_ev=-171693.556 charge=+1 homo_lumo_gap_ev="5.9400 / 5.9636"
Tc -0.28174 1.24086 -0.22496
C -3.91286 3.21071 -3.29258
C -4.42033 3.35023 -1.85926
N -4.49357 2.07377 -1.17745
C -5.64011 1.21187 -1.42822
C -5.33865 0.06118 -2.38706
C -3.53111 1.63150 -0.37626
S -2.17547 2.66227 -0.02848
N -3.70257 0.49111 0.25078
C -2.74918 -0.32095 0.66366
O -1.57884 -0.32084 0.18959
C -3.11136 -1.33789 1.66429
C -2.10804 -2.11270 2.24524
C -2.43014 -3.06101 3.19677
C -3.75256 -3.24273 3.56953
C -4.75509 -2.48137 2.98760
C -4.43891 -1.52170 2.04504
H -3.80874 4.19510 -3.74108
H -4.60768 2.62882 -3.89279
H -2.94104 2.72035 -3.31373
H -5.41703 3.79742 -1.86442
H -3.75931 4.00882 -1.29049
H -6.43937 1.84005 -1.82420
H -5.95678 0.79187 -0.46862
H -4.80839 0.40122 -3.27362
H -6.26995 -0.39810 -2.70610
H -4.73753 -0.69306 -1.88693
H -1.08104 -1.95407 1.95226
H -1.65477 -3.65896 3.65118
H -4.00509 -3.97375 4.32216
H -5.78427 -2.63658 3.27603
H -5.20263 -0.90619 1.59539
O 1.29008 5.00215 -5.69254
C 1.11252 4.31769 -4.73966
S 0.44585 2.66967 -4.81516
C 0.48135 2.36213 -3.09280
C 0.96485 3.35786 -2.30153
S 0.98419 3.23282 -0.59183
S 1.48965 4.82847 -3.07823
S -0.09178 0.85876 -2.45787
C 1.23675 3.72189 4.46510
N 0.95076 2.36405 4.04666
C 1.37942 1.84789 2.90567
N 2.23758 2.49615 2.13478
S 0.82856 0.26025 2.45857
H 0.66095 3.94386 5.36007
H 0.93897 4.42427 3.67994
H 2.29803 3.85061 4.68205
H 0.34114 1.80315 4.62421
H 2.45812 3.46564 2.29201
H 2.49525 2.08079 1.24831
C 1.14331 0.29093 0.70723
Ge 2.33326 -1.20890 0.12807
C 4.00083 -1.18341 1.22084
C 4.68974 0.02176 1.29719
C 5.91972 0.10096 1.92255
C 6.49089 -1.03673 2.46936
C 5.81936 -2.24499 2.38928
C 4.58034 -2.31777 1.77377
C 1.10431 -2.74644 0.37508
C 1.11455 -3.52438 1.52643
C 0.25401 -4.60362 1.64259
C -0.62845 -4.90309 0.61869
C -0.66715 -4.10726 -0.51403
C 0.19184 -3.02933 -0.63455
C 2.84557 -0.90877 -1.75300
C 3.23187 0.35445 -2.18319
C 3.74678 0.53673 -3.45347
C 3.87449 -0.54408 -4.31016
C 3.49626 -1.80836 -3.89059
C 2.98085 -1.98600 -2.61945
H 4.26444 0.90594 0.83548
H 6.44225 1.04471 1.97145
H 7.45793 -0.98312 2.94714
H 6.26852 -3.13771 2.79724
H 4.06796 -3.26645 1.70822
H 1.79838 -3.28636 2.33151
H 0.27417 -5.21224 2.53447
H -1.28402 -5.75678 0.70431
H -1.36314 -4.33388 -1.30746
H 0.15737 -2.39936 -1.51465
H 3.13067 1.19892 -1.50964
H 4.06509 1.51749 -3.77569
H 4.28464 -0.40349 -5.29749
H 3.62673 -2.65378 -4.54980
H 2.67851 -2.97094 -2.28874

---

[8]
62
Properties=species:S:1:pos:R:3 method="wB97M-V/def2-TZVPD" lumo_ev=1.18 e_above_lowest_ev=0.000 mol_weight_g_mol=623.89 energy_ev=-89073.912 charge=-1 homo_lumo_gap_ev=6.4389
N -6.59809 2.01161 4.85681
P -6.16442 1.52854 3.25532
O -6.70461 2.71942 2.24653
C -4.33005 1.63507 3.32371
C -3.54629 2.71184 3.14703
C -4.10041 4.10597 2.88352
O -4.16369 4.82314 3.91409
O -4.45308 4.40783 1.73963
C -2.06407 2.50311 3.23769
O -1.31717 3.36194 3.65663
C -1.54862 1.15785 2.77567
S 0.07476 1.06631 2.07292
O 0.98432 0.78713 3.13884
O 0.20255 0.17608 0.95010
C 0.59063 2.74921 1.41284
F 1.18720 3.36209 2.42886
F -0.42887 3.51333 1.04362
C 1.66808 2.62485 0.30249
F 2.22574 3.83905 0.18202
F 2.62053 1.80789 0.72605
C 1.13671 2.23062 -1.11620
F 1.38050 3.16406 -2.01563
F -0.15964 1.97143 -1.13948
F 1.77180 1.12201 -1.49834
C -2.33147 0.10635 2.96634
C -1.92724 -1.29428 2.60578
C -3.12520 -2.26733 2.39612
C -2.85488 -3.09550 1.14193
Cl -4.37267 -3.80043 0.47717
C -3.67319 0.34207 3.63020
O -4.16134 -0.46833 4.38542
H -6.52499 3.02859 4.91159
H -7.54936 1.71838 5.02988
H -7.54817 3.02151 2.59464
H -1.32073 -1.35576 1.71100
H -1.36630 -1.69049 3.45272
H -4.05201 -1.73702 2.19505
H -3.29223 -2.90375 3.25808
H -2.12148 -3.87710 1.30648
H -2.50045 -2.43349 0.36032
C 5.76769 -3.59796 -4.65970
C 4.54221 -2.71935 -4.86499
N 3.69937 -2.62345 -3.68995
C 2.40446 -2.02032 -3.95793
C 2.37182 -0.55523 -4.40566
C 4.35840 -2.17893 -2.47343
C 5.05684 -0.81271 -2.48960
H 5.48271 -4.59248 -4.31355
H 6.30321 -3.70878 -5.60407
H 6.46530 -3.16615 -3.94077
H 3.95045 -3.16021 -5.67208
H 4.87244 -1.73166 -5.22372
H 1.77504 -2.13258 -3.07120
H 1.91322 -2.62172 -4.73033
H 2.56610 0.12245 -3.57837
H 1.37888 -0.31154 -4.78969
H 3.08791 -0.34747 -5.20210
H 5.09759 -2.93377 -2.19131
H 3.63088 -2.19181 -1.65843
H 5.64688 -0.65833 -3.39468
H 5.73875 -0.74007 -1.63966
H 4.34776 0.00826 -2.39621

---

[9]
44
Properties=species:S:1:pos:R:3 method="wB97M-V/def2-TZVPD" lumo_ev=-3.85 e_above_lowest_ev=0.242 mol_weight_g_mol=252.38 energy_ev=-21555.974 charge=+1 homo_lumo_gap_ev=9.4781
C -2.20168 1.18704 1.86521
C -2.45046 -0.31454 1.97183
C -1.41718 -1.00258 2.87021
C -1.15280 -2.45834 2.49776
C -0.35703 -2.67387 1.17054
C 0.10554 -1.44220 0.40356
N 1.27821 -0.70655 0.96016
C 1.64753 0.41906 0.32000
C 2.70085 1.17607 0.78023
C 3.38293 0.76227 1.92067
C 2.98291 -0.39999 2.56805
C 1.91767 -1.11520 2.06860
H -1.14172 1.41141 2.00713
H -2.75108 1.76001 2.60946
H -2.46375 1.55807 0.88437
H -2.42737 -0.74884 0.97350
H -3.44642 -0.50869 2.36897
H -1.74164 -0.93526 3.90851
H -0.49375 -0.42621 2.82341
H -2.11646 -2.95535 2.39722
H -0.63993 -2.96077 3.31797
H -0.99150 -3.20406 0.46206
H 0.49591 -3.33485 1.32489
H -0.68214 -0.70345 0.31781
H 0.40159 -1.72222 -0.60614
H 1.05537 0.70381 -0.54238
H 2.96776 2.07733 0.25066
H 4.20747 1.34442 2.30602
H 3.47895 -0.75518 3.45723
H 1.56003 -2.00968 2.54734
O -1.71816 1.61486 -1.35296
C -1.15150 1.31811 -2.36851
O 0.19013 1.11333 -2.30759
C 0.95561 0.67930 -3.44806
C 1.37855 1.83432 -4.32784
C -1.86898 1.22950 -3.69214
H 0.41059 -0.08148 -4.00436
H 1.83082 0.19432 -3.01545
H 0.51940 2.33794 -4.76952
H 2.01426 1.47445 -5.13608
H 1.93815 2.56636 -3.74658
H -1.88300 2.22529 -4.13502
H -2.89484 0.93244 -3.49554
H -1.42885 0.53960 -4.40519

---

[10]
72
Properties=species:S:1:pos:R:3 method="wB97M-V/def2-TZVPD" lumo_ev=-14.29 e_above_lowest_ev=0.000 mol_weight_g_mol=680.43 energy_ev=-57714.481 charge=+4 homo_lumo_gap_ev=7.8317
Ta 0.46515 0.33662 -0.48550
C 4.22862 0.24006 -1.70077
C 3.89240 1.04871 -0.48875
O 2.51506 1.58693 -0.53485
C 2.52689 2.89045 -1.20270
C 1.18186 3.05968 -1.83362
O 0.20079 2.51101 -0.91054
C -0.28403 3.37573 0.15187
C 0.45047 3.01210 1.39310
O 0.54594 1.54812 1.39636
C 1.39297 1.11112 2.48885
C 1.15200 -0.33830 2.59094
O 1.34786 -0.85397 1.22594
C 1.46687 -2.32222 1.27270
C 2.44947 -2.81450 0.27335
O 1.85773 -2.79024 -1.08809
C 2.87069 -3.15801 -2.19192
C 3.73715 -1.94488 -2.55147
O 3.37290 -0.89290 -1.66111
H 5.28074 -0.05484 -1.64320
H 4.07888 0.79342 -2.63370
H 4.58070 1.88626 -0.38209
H 3.94702 0.44021 0.41271
H 3.29228 2.91133 -1.97830
H 2.76646 3.65106 -0.46040
H 1.08465 2.48513 -2.75295
H 0.94064 4.09775 -2.05566
H -1.34473 3.17207 0.23825
H -0.14841 4.42412 -0.11125
H -0.10588 3.33417 2.27353
H 1.46650 3.40303 1.44532
H 1.10410 1.61385 3.41252
H 2.42634 1.36320 2.24648
H 0.13679 -0.57988 2.90121
H 1.86883 -0.80364 3.26614
H 0.47442 -2.75799 1.17674
H 1.87243 -2.59490 2.24672
H 2.66623 -3.86414 0.46427
H 3.36194 -2.22916 0.23811
H 2.26827 -3.53588 -3.00815
H 3.41564 -3.98511 -1.74614
H 3.56912 -1.65912 -3.59051
H 4.79145 -2.19691 -2.42343
C -4.66293 -1.32473 -2.34150
C -3.29872 -1.49698 -1.75406
O -3.06845 -0.36063 -0.77068
P -2.01153 -0.01717 0.26580
O -1.73310 -1.13203 1.31138
C -2.76243 -1.62038 2.32511
C -3.76517 -2.54628 1.70019
O -2.44875 1.29363 0.95419
C -3.88438 1.81307 1.06039
C -3.98890 2.62486 2.31329
H -4.86297 -2.18769 -2.97983
H -4.72621 -0.42718 -2.95382
H -5.43040 -1.29525 -1.56889
H -2.50380 -1.40614 -2.49072
H -3.18715 -2.41534 -1.18314
H -3.20631 -0.72773 2.76327
H -2.15223 -2.11637 3.07365
H -4.45347 -2.02913 1.03136
H -4.35974 -2.98276 2.50558
H -3.28010 -3.36878 1.17406
H -4.53757 0.94395 1.05436
H -4.04419 2.38884 0.15283
H -3.67422 2.06025 3.19102
H -5.03877 2.89085 2.45297
H -3.42430 3.55515 2.24943
F -0.30947 -2.18748 -1.00580
C 0.92927 -1.70540 -1.36666
F -0.21401 0.49656 -2.15191
F 0.93480 -1.63925 -2.69187